33
Properties=species:S:1:pos:R:3:nbo_charge:R:1 method="wB97M-V/def2-TZVPD" e_above_lowest_kj_mol=64.9 total_charge=+1 e_tot_ha=-1022.296252 gap_ev=9.9 smiles="CN1N2CN3C[N@+](C)(C2)N(C)[P@@]1(=O)N3C" multiplicity=1 homo_energy_ha=-0.4608
C -2.1171 -0.1629 0.0060 -0.067
C -0.4912 1.6030 0.0830 -0.079
C -0.5454 -0.1173 -1.7086 -0.039
C -0.8736 -0.2719 3.1335 -0.409
C -0.7006 -3.3844 -0.2891 -0.401
C 2.5038 0.7948 0.4974 -0.430
C 0.8294 1.8418 -1.8208 -0.449
N -1.3125 0.6666 0.9143 -0.266
N -1.2047 -0.9593 -0.8537 -0.302
N -0.4618 -0.1041 1.6880 -0.686
N -0.4562 -1.9165 -0.1680 -0.659
N 1.3156 0.0231 -0.2342 -0.599
N 0.3663 0.8684 -0.8967 -0.126
O 1.5749 -1.8874 1.6684 -1.014
P 0.5907 -1.1634 0.8942 2.370
H -2.7429 -0.8009 0.5021 0.224
H -2.6923 0.5833 -0.6641 0.208
H -1.2405 2.2205 -0.3616 0.232
H 0.1936 2.1603 0.7123 0.241
H -0.1613 -0.6579 -2.5971 0.270
H -1.3012 0.6086 -2.1488 0.217
H -1.8342 -0.7855 3.2751 0.199
H -0.0434 -0.9175 3.6303 0.240
H -1.0188 0.6509 3.6479 0.217
H -1.6025 -3.5255 -0.9943 0.235
H 0.1348 -3.9459 -0.4975 0.220
H -1.0031 -3.7526 0.7261 0.208
H 2.9330 0.0650 1.1402 0.265
H 3.0741 1.2851 -0.2664 0.229
H 1.9865 1.4329 1.3076 0.197
H 1.2964 1.3467 -2.6176 0.241
H 0.0032 2.5335 -2.2203 0.257
H 1.5682 2.6623 -1.3554 0.255



7
Properties=species:S:1:pos:R:3:mulliken_spin:R:1 method="wB97M-V/def2-TZVPD" e_above_lowest_kj_mol=0.0 s_squared=3.758 e_tot_ha=-1760.680043 gap_ev="8.6 / 6.9" multiplicity=4 homo_energy_ha="-0.2987 / -0.3274"
F 0.1149 1.5827 0.0518 0.003
O 1.2632 -0.2914 0.1088 0.018
C 0.0651 0.1202 0.1328 -0.025
C -1.1219 -0.4754 -0.0411 0.121
Ni 2.8674 0.5045 -0.0243 2.883
H -2.0408 0.1024 0.0228 0.000
H -1.1479 -1.5430 -0.2508 -0.001



82
Properties=species:S:1:pos:R:3:lowdin_charge:R:1 method="wB97M-V/def2-TZVPD" total_charge=+1 e_tot_ha=-1851.829936 gap_ev="6.7 / 6.7" multiplicity=1 homo_energy_ha="-0.3991 / -0.3992"
Pd 0.4552 -0.4176 0.1008 0.401
N 1.3637 -0.5070 2.4697 0.000
C 2.5792 -1.3081 2.6094 -0.244
C 3.6298 -0.8658 1.5895 -0.255
N 3.0917 -0.9764 0.2344 -0.006
H 1.5348 0.4479 2.7822 0.086
H 0.6348 -0.8903 3.0663 0.072
H 2.3197 -2.3540 2.4298 0.104
H 3.0118 -1.2254 3.6150 0.122
H 4.5371 -1.4680 1.7388 0.121
H 3.8899 0.1794 1.7749 0.108
H 3.0499 -1.9614 -0.0191 0.063
H 3.7306 -0.5237 -0.4152 0.089
C 0.8225 -4.2792 0.4454 -0.173
Si -0.1371 -2.7362 -0.2111 0.820
C -1.9461 -2.8514 0.5874 -0.642
C -2.7948 -1.6780 0.1046 -0.110
C -2.6282 -4.1634 0.2231 -0.079
C -1.8216 -2.7508 2.1067 -0.098
C 0.0466 -2.7368 -2.1887 -0.640
C -0.5346 -4.0077 -2.7951 -0.078
C -0.6530 -1.5123 -2.7769 -0.107
C 1.5307 -2.6359 -2.5378 -0.105
H 0.3407 -5.1898 0.1006 0.033
H 0.8344 -4.3109 1.5296 0.017
H 1.8515 -4.3087 0.1040 0.018
H -3.0780 -1.8059 -0.9368 0.075
H -2.2274 -0.7450 0.2082 0.028
H -3.7100 -1.5922 0.6893 0.097
H -2.7791 -4.2404 -0.8497 0.067
H -3.6060 -4.2166 0.7014 0.097
H -2.0467 -5.0192 0.5540 0.079
H -1.3514 -1.8071 2.3883 0.048
H -1.2354 -3.5696 2.5150 0.076
H -2.8104 -2.7893 2.5633 0.094
H -1.6076 -4.0600 -2.6347 0.068
H -0.0745 -4.8943 -2.3673 0.081
H -0.3568 -4.0223 -3.8707 0.096
H -1.7320 -1.5847 -2.6692 0.072
H -0.4267 -1.4145 -3.8387 0.095
H -0.3030 -0.6013 -2.2614 0.033
H 2.0896 -3.4815 -2.1456 0.075
H 1.9509 -1.7105 -2.1359 0.047
H 1.6615 -2.6251 -3.6198 0.094
C -1.7781 4.1007 -0.8079 -0.077
C -1.5717 2.6375 -1.1845 -0.668
C -1.3931 2.5018 -2.6931 -0.080
C -2.7997 1.8366 -0.7516 -0.092
P -0.0931 1.8839 -0.2568 1.085
C -0.4019 2.4565 1.4454 -0.374
C -0.9281 1.4895 2.3009 -0.157
C -1.1595 1.7757 3.6328 -0.075
C -0.8749 3.0405 4.1232 -0.065
C -0.3749 4.0143 3.2746 -0.059
C -0.1397 3.7297 1.9417 -0.098
C 1.5564 2.6275 -0.8349 -0.671
C 2.0110 1.6897 -1.9617 -0.117
C 2.4869 2.4568 0.3668 -0.104
C 1.5955 4.0657 -1.3423 -0.075
H -2.6442 4.4797 -1.3460 0.095
H -0.9297 4.7194 -1.0772 0.066
H -1.9765 4.2123 0.2544 0.075
H -2.3136 2.8017 -3.1901 0.095
H -1.1810 1.4715 -2.9713 0.064
H -0.5963 3.1420 -3.0617 0.066
H -3.6994 2.3057 -1.1437 0.096
H -2.8888 1.7998 0.3335 0.077
H -2.7507 0.8253 -1.1451 0.058
H -1.1463 0.4984 1.9009 0.055
H -1.5543 1.0159 4.2906 0.109
H -1.0419 3.2658 5.1647 0.110
H -0.1621 5.0003 3.6559 0.112
H 0.2441 4.5035 1.2968 0.099
H 2.0272 0.6500 -1.6039 0.019
H 3.0101 1.9561 -2.3049 0.093
H 1.3372 1.7523 -2.8142 0.073
H 2.3660 1.4432 0.7576 0.021
H 2.2531 3.1683 1.1567 0.076
H 3.5262 2.6018 0.0755 0.098
H 0.9987 4.1873 -2.2425 0.069
H 2.6251 4.3177 -1.5983 0.094
H 1.2691 4.7833 -0.5957 0.068



8
Properties=species:S:1:pos:R:3:nbo_charge:R:1 method="wB97M-V/def2-TZVPD" e_above_lowest_kj_mol=161.3 e_tot_ha=-300.169967 gap_ev=9.9 multiplicity=1 homo_energy_ha=-0.3436
C 1.1977 -0.2285 0.0009 0.396
C -0.0845 -0.0559 0.0003 -0.581
C 4.6408 0.0150 -0.0084 0.853
N 2.3511 -0.6247 -0.0142 -0.269
N 3.4525 0.1206 0.0774 -0.393
O 5.7893 0.1853 -0.0302 -0.490
H -0.6209 0.1109 -0.9177 0.243
H -0.6443 -0.0637 0.9157 0.243